[1]
{"formula": "C12H30N6O24S3", "method": "the ωB97M-V functional and the def2-TZVPD basis", "symbols": ["C", "C", "O", "S", "O", "O", "O", "H", "H", "H", "H", "C", "C", "O", "S", "O", "O", "O", "H", "H", "H", "H", "C", "C", "O", "S", "O", "O", "O", "H", "H", "H", "H", "C", "N", "O", "O", "H", "H", "H", "C", "N", "O", "O", "H", "H", "H", "C", "N", "O", "O", "H", "H", "H", "C", "N", "O", "O", "H", "H", "H", "C", "N", "O", "O", "H", "H", "H", "C", "N", "O", "O", "H", "H", "H"], "xyz": [[-10.6797, -1.3565, -14.1405], [-12.0489, -1.0964, -14.6693], [-12.1456, -1.8491, -15.9177], [-10.7891, -1.4261, -16.6889], [-10.9299, -0.0373, -17.1017], [-10.4124, -2.4393, -17.6435], [-9.9041, -1.5223, -15.4062], [-10.5681, -2.2914, -13.6201], [-10.1915, -0.5732, -13.5521], [-12.2791, -0.0284, -14.9006], [-12.8660, -1.4751, -14.0911], [-7.9014, 3.4706, -18.4987], [-9.1987, 2.7640, -19.0651], [-10.1426, 3.8971, -19.3196], [-9.3364, 5.3140, -19.1988], [-10.0856, 6.3753, -18.6965], [-8.5678, 5.4710, -20.4153], [-8.3594, 4.7671, -18.0560], [-7.1409, 3.5019, -19.2748], [-7.4966, 2.9353, -17.6075], [-9.7891, 2.0999, -18.4583], [-9.0290, 2.3066, -20.0099], [-17.0210, 5.1476, -14.3552], [-16.3487, 5.6873, -13.0272], [-16.0568, 4.6039, -12.2338], [-16.4327, 3.1768, -12.8462], [-17.7017, 2.7923, -12.2873], [-15.3199, 2.2799, -12.9092], [-16.6106, 3.7656, -14.3089], [-16.6655, 5.5430, -15.3670], [-18.0815, 5.1072, -14.3286], [-17.1277, 6.2641, -12.5130], [-15.4644, 6.2657, -13.1691], [-17.3104, 0.3422, -15.6122], [-16.4115, -0.7710, -15.2747], [-15.7251, -1.2957, -16.1508], [-16.3405, -1.0807, -14.0817], [-16.6908, 1.1216, -16.0065], [-17.8764, 0.6605, -14.7310], [-17.8816, -0.0939, -16.4025], [-14.2615, -0.5585, -11.3638], [-12.9531, 0.1266, -11.1952], [-12.0396, -0.0148, -11.9913], [-12.9368, 0.9295, -10.2851], [-14.5596, -0.2224, -12.3197], [-14.8620, -0.2668, -10.5079], [-14.1423, -1.6856, -11.3433], [-11.9644, 3.5412, -11.6476], [-11.3331, 3.1070, -12.9312], [-11.9693, 2.2743, -13.5606], [-10.3141, 3.6610, -13.3611], [-12.2831, 2.7013, -11.0630], [-12.8459, 4.0989, -11.9775], [-11.2189, 4.0747, -11.1408], [-12.0597, 4.3818, -16.7762], [-12.9468, 5.4256, -16.1260], [-12.4021, 6.3789, -15.6038], [-14.1405, 5.2836, -16.2153], [-11.5131, 4.7665, -17.6173], [-12.7762, 3.5829, -17.0620], [-11.3350, 4.0665, -16.0253], [-7.5765, -1.3302, -18.8757], [-7.2952, -0.0063, -18.1651], [-7.7902, 0.1575, -17.0655], [-6.4963, 0.7090, -18.7249], [-8.6739, -1.3733, -18.8434], [-7.2331, -2.1253, -18.2348], [-7.0812, -1.4609, -19.8065], [-7.1759, 1.9091, -13.9290], [-7.9057, 0.8386, -13.1153], [-7.8179, -0.3201, -13.4910], [-8.6266, 1.2319, -12.2122], [-6.1580, 1.5028, -14.2026], [-7.1568, 2.8524, -13.3554], [-7.8588, 1.9991, -14.8178]], "lowdin_charge": [-0.102, -0.188, -0.188, 0.611, -0.263, -0.242, -0.214, 0.134, 0.097, 0.130, 0.114, -0.155, -0.082, -0.242, 0.607, -0.193, -0.237, -0.196, 0.119, 0.120, 0.105, 0.113, -0.099, -0.167, -0.191, 0.612, -0.226, -0.226, -0.235, 0.148, 0.107, 0.134, 0.122, 0.052, -0.424, 0.068, 0.038, 0.098, 0.106, 0.095, 0.059, -0.399, 0.060, 0.049, 0.055, 0.102, 0.130, 0.076, -0.396, 0.036, 0.039, 0.054, 0.108, 0.082, 0.070, -0.432, 0.067, 0.048, 0.047, 0.114, 0.091, 0.075, -0.414, 0.060, 0.065, 0.078, 0.099, 0.084, 0.053, -0.426, 0.051, 0.050, 0.112, 0.095, 0.101], "charge": 0, "relative_energy_kj_mol": 78.0, "homo_energy_ev": -10.9, "lumo_energy_ha": -0.0035, "orbital_gap_ev": 10.8}


[2]
{"formula": "C48H55CoN3OP2SSi2", "method": "the ωB97M-V functional and the def2-TZVPD basis", "symbols": ["Co", "C", "Si", "C", "C", "N", "P", "C", "P", "N", "Si", "C", "C", "C", "C", "C", "C", "C", "C", "C", "C", "C", "C", "C", "C", "C", "C", "C", "C", "C", "C", "C", "C", "C", "C", "C", "C", "C", "H", "H", "H", "H", "H", "H", "H", "H", "H", "H", "H", "H", "H", "H", "H", "H", "H", "H", "H", "H", "H", "H", "H", "H", "H", "H", "H", "H", "H", "H", "H", "H", "H", "H", "H", "H", "H", "H", "S", "C", "N", "C", "C", "C", "C", "C", "C", "H", "H", "H", "H", "H", "C", "C", "C", "C", "C", "C", "C", "O", "C", "C", "C", "H", "H", "H", "H", "H", "H", "H", "H", "H", "H", "H", "H"], "xyz": [[0.3266, 0.2067, 0.2702], [2.0274, 1.6182, -3.1298], [0.5164, 0.4574, -3.2110], [0.8027, -0.6153, -4.7771], [-1.0956, 1.4590, -3.4715], [0.4946, -0.4135, -1.7103], [-0.5340, -1.6103, -1.3520], [-0.9216, -1.4172, 0.3357], [0.0922, -1.7543, 1.7064], [0.5065, -0.2707, 2.2071], [0.2409, 0.6777, 3.6349], [-0.2401, 2.4674, 3.1800], [1.9049, 0.6760, 4.5908], [-1.1560, 0.1298, 4.8205], [1.5813, -2.7991, 1.5715], [2.7764, -2.4292, 2.1730], [3.8634, -3.2833, 2.1246], [3.7642, -4.5044, 1.4762], [2.5761, -4.8657, 0.8562], [1.4872, -4.0146, 0.9042], [-0.8629, -2.6380, 2.9702], [-0.2396, -3.1362, 4.1086], [-1.0043, -3.6720, 5.1280], [-2.3852, -3.7148, 5.0129], [-3.0048, -3.2282, 3.8720], [-2.2441, -2.6903, 2.8500], [0.0951, -3.1663, -2.0727], [1.3884, -3.2070, -2.5759], [1.8540, -4.3493, -3.1996], [1.0315, -5.4590, -3.3116], [-0.2530, -5.4284, -2.7898], [-0.7242, -4.2875, -2.1681], [-2.1356, -1.4155, -2.1861], [-3.1341, -0.7076, -1.5307], [-4.3346, -0.4455, -2.1665], [-4.5456, -0.8992, -3.4594], [-3.5560, -1.6174, -4.1112], [-2.3463, -1.8625, -3.4852], [2.0136, 2.2908, -3.9798], [2.9589, 1.0638, -3.1664], [2.0414, 2.2191, -2.2298], [1.4176, -0.0624, -5.4814], [-0.1231, -0.8675, -5.2856], [1.3196, -1.5426, -4.5561], [-0.9286, 2.3347, -4.0888], [-1.4953, 1.7976, -2.5211], [-1.8701, 0.8678, -3.9512], [0.4674, 2.9278, 2.5044], [-0.2926, 3.0884, 4.0685], [-1.2069, 2.5002, 2.6905], [2.6854, 1.1913, 4.0362], [2.2489, -0.3369, 4.7842], [1.8056, 1.1756, 5.5495], [-2.0437, -0.1739, 4.2754], [-1.4320, 0.9624, 5.4619], [-0.8631, -0.6950, 5.4613], [2.8337, -1.4779, 2.6805], [4.7921, -2.9932, 2.5951], [4.6153, -5.1717, 1.4535], [2.4968, -5.8135, 0.3408], [0.5533, -4.2882, 0.4254], [0.8395, -3.0973, 4.1899], [-0.5325, -4.0476, 6.0253], [-2.9793, -4.1330, 5.8128], [-4.0820, -3.2593, 3.7954], [-2.6983, -2.3036, 1.9466], [2.0067, -2.3238, -2.5004], [2.8547, -4.3712, -3.6066], [1.3859, -6.3470, -3.8146], [-0.8927, -6.2952, -2.8758], [-1.7309, -4.2563, -1.7708], [-2.9509, -0.3747, -0.5185], [-5.1107, 0.1059, -1.6545], [-5.4794, -0.6849, -3.9622], [-3.7294, -1.9911, -5.1107], [-1.5627, -2.4011, -3.9990], [4.1793, 2.6850, 1.0402], [2.5220, 2.2716, 0.7385], [2.2926, 1.0775, 0.2844], [3.4580, 0.3804, 0.1174], [3.5990, -0.9177, -0.3749], [4.8617, -1.4510, -0.5115], [5.9966, -0.7215, -0.1620], [5.8870, 0.5633, 0.3362], [4.6204, 1.1003, 0.4732], [1.7560, 2.9932, 0.9413], [2.7176, -1.4751, -0.6456], [4.9766, -2.4484, -0.9094], [6.9746, -1.1608, -0.2821], [6.7566, 1.1414, 0.6059], [-4.1935, 7.4742, -0.3488], [-3.2571, 6.3061, -0.3418], [-1.9339, 6.4486, -0.7460], [-1.0515, 5.3899, -0.7580], [0.3645, 5.6462, -1.1898], [-1.4909, 4.1028, -0.3362], [-0.5709, 3.0141, -0.4257], [-0.6942, 1.8717, 0.0960], [-2.8310, 3.9588, 0.1091], [-3.4073, 2.6584, 0.5860], [-3.6775, 5.0520, 0.0830], [-3.6895, 8.3701, -0.7032], [-4.5714, 7.6656, 0.6551], [-5.0484, 7.2771, -0.9950], [-1.5875, 7.4232, -1.0602], [0.5255, 6.7151, -1.3140], [0.5800, 5.1599, -2.1413], [1.0748, 5.2805, -0.4506], [0.3238, 3.2049, -1.0281], [-2.6957, 1.8456, 0.5084], [-4.2942, 2.4101, 0.0027], [-3.7109, 2.7558, 1.6290], [-4.7007, 4.9208, 0.4076]], "lowdin_charge": [0.454, -0.171, 0.407, -0.160, -0.149, -0.301, 0.683, -0.408, 0.663, -0.302, 0.410, -0.160, -0.178, -0.166, -0.297, -0.105, -0.091, -0.088, -0.074, -0.079, -0.296, -0.090, -0.093, -0.091, -0.085, -0.092, -0.302, -0.113, -0.079, -0.086, -0.081, -0.097, -0.299, -0.092, -0.081, -0.091, -0.086, -0.104, 0.020, 0.025, -0.011, 0.021, 0.015, 0.002, 0.024, 0.003, 0.016, -0.012, 0.029, 0.013, 0.008, 0.010, 0.016, 0.021, 0.022, 0.015, 0.091, 0.106, 0.100, 0.103, 0.103, 0.106, 0.101, 0.099, 0.100, 0.087, 0.080, 0.103, 0.100, 0.102, 0.117, 0.075, 0.097, 0.099, 0.102, 0.101, 1.073, -0.438, 0.006, -0.293, -0.019, -0.071, -0.076, -0.091, -0.456, 0.049, 0.081, 0.109, 0.104, 0.107, -0.038, -0.242, -0.006, -0.189, -0.034, -0.091, -0.144, -0.092, -0.165, -0.019, -0.003, 0.076, 0.088, 0.088, 0.115, 0.082, 0.092, 0.080, 0.109, 0.054, 0.088, 0.096, 0.128], "charge": 0, "s2": 3.77, "homo_energy_ev": [-5.8, -6.9], "lumo_energy_ha": [-0.0263, -0.0273], "spin_multiplicity": 4, "orbital_gap_ev": [5.1, 6.2]}


Max |F|, respectively: 0.0844, 0.0693 Eh/bohr.
Electronic energy, respectively: -3803.42644, -5144.38261 a.u..